Density functional theory data (ωB97M-V with the def2-TZVPD basis set) for 30 unconnected molecules or ions with the total composition H60O30.

Properties
total charge: 0
HOMO: -9.369 eV
DFT total energy: -62401.4865 eV
largest force on an atom: 2.70 eV/A
relative energy (zero: lowest compared OMol25 entry of this formula, charge and spin): 364.9 kJ/mol
Kohn-Sham gap: 8.46 eV

```
90
Properties=species:S:1:pos:R:3:forces:R:3:mulliken_charge:R:1
O -0.111030 -1.464492 1.341699 -1.163 2.295 0.818 -0.18
O 0.349308 1.834040 0.108374 0.043 0.952 0.234 -0.96
O -0.946738 0.372941 -1.856855 -0.472 -1.456 0.406 -0.07
O 2.661494 -1.086537 1.820389 1.639 0.247 0.148 -0.37
O 3.021544 1.411285 0.751883 0.002 -0.142 -0.099 -0.64
O -0.889628 -2.774341 -0.941337 -0.507 -0.153 -1.325 -0.35
O -3.190932 0.448758 1.974219 0.119 0.290 -0.138 -0.53
O -3.430235 -1.177301 -0.526150 -0.337 0.571 0.136 -0.58
O 3.223515 -2.561873 -0.443094 -0.587 -0.310 -1.524 -0.63
O -1.989737 -2.659130 3.447920 -0.148 0.076 0.073 -0.74
O -1.287551 4.176739 1.124184 -0.612 1.530 1.059 -0.68
O 0.263527 4.041588 -1.876035 -1.291 0.272 -0.841 -0.69
O -3.523930 1.598308 -1.955065 -1.098 0.115 -1.265 -0.61
O -3.269517 -3.501630 1.233807 0.562 0.420 -0.753 -0.65
O 3.785493 2.842957 2.798739 -0.314 0.092 1.254 -0.70
O -0.284195 -5.099304 0.862301 0.448 -0.012 -0.365 -0.62
O 1.159482 -3.236234 4.577685 -1.037 0.486 0.371 -0.55
O 2.442603 -2.091419 -3.432987 -1.356 0.219 -0.663 -0.64
O -2.950866 -1.563067 -3.281635 0.868 0.524 -0.754 -0.59
O -0.483304 1.273668 -4.477865 -0.616 -0.377 0.386 -0.58
O -0.409397 -2.305979 -4.131159 1.527 0.601 -0.641 -0.65
O -4.875076 2.084019 0.395591 0.967 0.455 -0.802 -0.72
O 5.485752 0.625159 -0.109918 -0.359 -0.402 -0.257 -0.62
O 0.674467 -4.480198 -2.418351 0.032 -0.994 -0.257 -0.63
O -2.472411 3.982043 3.826495 -0.287 0.353 -1.405 -0.64
O 0.663679 1.110460 6.274571 0.796 -0.960 -0.053 -0.62
O 2.475102 5.104857 -0.584399 -0.604 1.123 -0.815 -0.62
O -2.706554 4.580518 -1.566129 -0.188 -0.422 0.204 -0.64
O 4.709028 -2.579332 3.263782 0.001 -0.043 0.531 -0.64
O 3.893085 0.191135 -4.018858 -0.013 0.265 -0.202 -0.61
H -0.666188 -0.604173 1.318862 1.186 -2.306 -0.171 0.14
H -0.362234 -2.024805 0.595614 -0.305 0.328 -0.507 0.00
H -0.235312 1.198265 -0.339303 0.390 0.257 -0.514 0.38
H 0.584493 2.568680 -0.506291 -0.509 -0.982 0.163 0.22
H -0.691961 0.788515 -2.672055 0.475 0.633 -1.060 0.32
H -0.805677 -0.582582 -2.067418 -0.064 0.661 0.608 0.04
H 1.723640 -1.084245 1.831908 -1.710 -0.337 -0.028 0.24
H 2.891275 -0.174152 1.551875 0.172 -0.244 -0.032 0.37
H 3.216644 1.933213 1.553559 0.078 0.186 -0.136 0.46
H 2.085308 1.538799 0.549515 -0.227 -0.028 -0.100 0.34
H -0.230159 -3.212639 -1.582970 -1.584 0.275 1.101 0.27
H -1.841375 -2.870337 -1.243096 2.154 -0.216 0.228 0.23
H -3.623788 1.224724 1.592885 -0.518 0.085 -0.508 0.30
H -2.969906 0.820897 2.828720 0.347 -0.436 0.557 0.28
H -3.566158 -0.501251 0.156795 -0.059 0.352 -0.304 0.26
H -3.082391 -1.858136 0.039228 0.452 -1.006 0.245 0.21
H 2.659515 -2.205837 -1.177855 0.922 -0.282 1.060 0.24
H 3.163603 -1.971852 0.316540 -0.375 0.395 0.207 0.45
H -1.253205 -2.264042 2.945360 -0.259 -0.288 0.104 0.33
H -2.632254 -2.973550 2.786141 0.983 0.359 0.417 0.39
H -1.941719 4.576909 0.541972 0.117 -0.332 -0.255 0.27
H -0.953958 3.377176 0.759662 0.427 -1.339 -0.693 0.44
H -0.652349 4.377916 -1.652562 1.189 -0.685 -0.303 0.33
H 0.308120 3.946363 -2.855202 -0.159 0.119 1.152 0.23
H -2.680062 1.130995 -1.942981 0.603 -0.472 0.082 0.28
H -4.038630 1.216763 -2.713027 0.708 0.394 1.190 0.32
H -3.371967 -4.445267 1.325013 -0.504 -0.313 0.080 0.23
H -4.045690 -3.027237 1.521898 -0.759 -0.276 0.157 0.33
H 3.233729 2.683678 3.604729 0.934 0.126 -0.866 0.34
H 4.714339 2.681384 3.032706 -0.530 -0.045 0.109 0.33
H -1.084858 -5.091070 1.379085 -0.172 0.185 0.378 0.28
H -0.032657 -4.168083 0.761680 -0.151 -0.388 0.066 0.24
H 1.980801 -3.534470 4.227495 1.107 -0.293 -0.397 0.29
H 0.893477 -3.892249 5.224328 -0.033 -0.101 0.002 0.27
H 1.546611 -2.255077 -3.841235 1.311 0.841 0.490 0.46
H 2.670008 -1.157083 -3.673771 -0.117 -1.033 0.207 0.28
H -3.727152 -2.082173 -3.293158 -1.439 -1.064 -0.533 0.33
H -2.945270 -1.315604 -2.365209 0.261 0.714 1.368 0.21
H 0.199173 1.905409 -4.709267 -0.294 0.131 -0.519 0.25
H -1.308950 1.376081 -4.986739 0.952 0.287 0.081 0.28
H -0.236256 -3.193956 -3.847811 -0.325 -0.936 0.293 0.29
H -1.325323 -2.118524 -4.003555 -1.309 0.108 0.305 0.37
H -4.945428 3.054748 0.511487 0.175 -0.888 -0.183 0.31
H -4.254420 1.908658 -0.385273 -1.224 0.518 0.975 0.38
H 4.592579 0.989517 -0.009046 -0.380 -0.380 0.035 0.40
H 6.004177 1.403670 0.008871 0.927 0.741 0.078 0.26
H 1.467360 -4.126853 -2.849441 0.300 -0.383 0.396 0.30
H 0.798488 -5.448387 -2.227807 0.016 1.609 -0.200 0.25
H -2.100279 4.014927 2.891776 -0.016 -0.321 1.675 0.40
H -1.935191 3.450904 4.413488 0.407 -0.084 -0.387 0.28
H 0.369313 0.273840 6.680501 -0.058 0.793 -0.316 0.32
H 0.003427 1.779919 6.382206 -0.715 0.200 0.334 0.31
H 2.321918 6.032983 -0.899807 0.342 -1.238 0.576 0.27
H 1.731997 4.630061 -1.012673 0.536 0.336 0.360 0.43
H -3.345788 3.877963 -1.812182 0.678 0.330 -0.034 0.30
H -2.477700 5.070065 -2.357738 -0.413 0.101 -0.262 0.28
H 4.012292 -2.649121 2.602748 0.088 0.256 -0.229 0.29
H 5.435859 -3.145972 3.001726 -0.082 -0.106 -0.263 0.30
H 4.758987 0.003732 -3.652394 0.161 -0.268 0.352 0.29
H 4.010147 1.044329 -4.440308 -0.122 0.132 -0.086 0.27
```
Forces are in eV/Å.

Density functional theory data (ωB97M-V with the def2-TZVPD basis set) for a molecular structure, C4H11NO2.

Properties
total charge: 0
HOMO: -8.833 eV
DFT total energy: -9907.6221 eV
largest force on an atom: 3.53 eV/A
relative energy (zero: lowest compared OMol25 entry of this formula, charge and spin): 445.7 kJ/mol
Kohn-Sham gap: 9.68 eV

```
18
Properties=species:S:1:pos:R:3:forces:R:3:mulliken_charge:R:1
C -2.454918 0.344180 -0.492089 -0.140 -0.131 0.098 -0.82
C 0.890928 0.872202 -1.223413 2.627 0.024 1.523 -0.67
O -1.040086 0.255251 -0.466321 -0.399 -0.722 2.175 -0.30
H -2.787970 -0.114594 -1.427063 -0.036 0.200 0.026 0.27
H -2.974011 -0.186941 0.310664 0.340 -0.128 0.128 0.33
H -2.771293 1.390267 -0.448038 -0.003 0.000 -0.097 0.27
H 1.637253 0.152599 -1.546374 0.417 0.312 -0.042 0.29
H 1.258469 1.865159 -1.002068 0.542 -0.069 -0.138 0.28
H 0.174400 0.980850 -2.030639 -0.608 -0.503 0.770 0.30
C 2.028318 -0.561843 0.864121 0.232 -0.114 -0.540 -0.98
C -0.331386 -0.082674 0.837044 -3.283 0.451 -1.207 0.03
O -0.613612 -1.418988 1.127930 0.624 0.125 0.163 -0.50
N 0.954734 0.372231 0.610521 -0.057 0.673 -3.019 -0.25
H -0.150277 -1.973213 0.487399 -0.061 0.010 -0.027 0.31
H -0.844827 0.507197 1.605028 -0.054 -0.252 0.117 0.44
H 2.973739 -0.084840 0.599742 -0.045 0.027 0.042 0.33
H 1.968045 -1.488910 0.267827 0.057 0.017 0.174 0.37
H 2.082494 -0.827930 1.925729 -0.153 0.082 -0.148 0.30
```
Forces are in eV/Å.

Density functional theory data (ωB97M-V with the def2-TZVPD basis set) for 2 unconnected molecules or ions with the total composition C21H47N3O5P.

Properties
total charge: +1
HOMO: -11.768 eV
DFT total energy: -46527.5648 eV
largest force on an atom: 1.21 eV/A
relative energy (zero: lowest compared OMol25 entry of this formula, charge and spin): 0.0 kJ/mol
Kohn-Sham gap: 8.46 eV

```
77
Properties=species:S:1:pos:R:3:forces:R:3:mulliken_charge:R:1
C 3.566858 -3.254750 2.070185 0.053 0.030 -0.034 -1.24
C 2.077142 -3.096283 2.418629 0.019 0.005 -0.038 -0.21
C 1.561749 -1.747958 1.972089 0.317 0.188 -0.019 -0.33
O 0.156803 -1.648842 2.237655 -0.138 0.011 0.112 -0.49
C -0.428090 -0.491119 1.767665 -0.088 -0.101 0.235 -0.54
N -1.152164 -0.701611 0.466973 0.251 0.162 -0.566 0.17
C -0.612952 -1.250524 -0.699039 -0.101 -0.074 0.197 -1.20
N -0.689773 -2.633191 -0.900147 0.359 -0.010 0.175 0.80
O -0.073680 -3.276851 0.179669 -0.287 -0.148 -0.174 -0.48
C -2.037821 -3.184386 -1.216124 -0.056 -0.021 -0.168 1.32
C -3.014497 -3.203922 -0.025310 0.065 0.035 0.063 -1.47
C -1.826321 -4.570425 -1.827023 -0.151 -0.073 0.073 -1.39
C -1.344814 -4.584726 -3.274123 0.028 -0.117 -0.086 -0.04
C -2.383115 -4.060220 -4.273834 -0.111 -0.223 -0.109 -1.28
N -0.124244 -0.560453 -1.699011 -0.353 0.220 -0.066 0.38
C -0.192862 0.921436 -1.710712 0.039 -0.092 0.037 -1.63
C 1.011673 1.633070 -1.103409 0.104 0.066 -0.006 0.60
C 0.794055 3.159999 -1.065285 -0.062 -0.064 -0.011 -0.93
C 1.266294 3.776213 0.245274 0.074 -0.063 -0.145 -0.86
O 0.675055 3.073645 1.352514 0.297 -0.002 -0.018 -0.37
C -0.578716 3.414835 1.664068 0.066 0.680 -0.677 0.15
O -1.210177 2.849837 2.486748 -0.533 -0.787 0.744 -0.44
P 0.551993 -1.521008 -3.131041 -0.094 0.053 0.036 -0.01
C 1.852165 -0.381873 -3.705990 -0.003 0.167 0.151 -1.24
C -0.813129 -1.304187 -4.359846 0.217 0.024 -0.112 0.07
C -1.089945 -0.012282 -5.150240 -0.101 -0.042 0.058 -1.42
H 3.729717 -4.097523 1.398922 0.010 0.037 0.033 0.32
H 4.177564 -3.414247 2.958127 -0.042 -0.014 -0.032 0.33
H 3.962719 -2.364841 1.570995 -0.034 -0.043 0.022 0.37
H 1.487451 -3.868092 1.921271 0.046 -0.013 0.125 0.16
H 1.925610 -3.190797 3.495266 -0.096 -0.030 -0.064 0.38
H 1.752062 -1.605947 0.896683 -0.058 -0.060 0.110 0.14
H 2.075365 -0.947143 2.518572 -0.044 -0.014 -0.055 0.61
H -1.201282 -0.179222 2.467757 -0.037 0.029 -0.075 0.40
H 0.302542 0.316253 1.679948 0.077 0.011 -0.095 0.26
H -1.645085 0.153822 0.235621 0.096 0.126 0.181 0.35
H -0.538261 -3.018162 1.001578 0.051 -0.021 0.025 0.43
H -2.433869 -2.518275 -1.992041 0.087 0.021 0.103 -0.05
H -3.339242 -4.221689 0.188646 0.016 0.054 0.009 0.45
H -3.898304 -2.599360 -0.232427 0.014 -0.075 -0.027 0.38
H -2.580182 -2.795077 0.886591 0.004 -0.033 -0.018 0.20
H -1.120970 -5.105669 -1.185655 -0.060 -0.012 -0.019 0.32
H -2.776378 -5.111144 -1.763513 0.039 0.051 -0.023 0.50
H -0.392355 -4.054011 -3.361754 -0.129 0.026 0.081 0.07
H -1.123687 -5.624307 -3.529860 0.082 0.076 -0.013 0.45
H -3.038653 -4.866730 -4.607435 -0.024 0.043 0.089 0.40
H -1.916409 -3.641036 -5.167564 -0.120 -0.169 0.070 0.31
H -3.028857 -3.285415 -3.848498 0.039 -0.061 -0.046 0.33
H -1.092029 1.244145 -1.185300 -0.054 -0.024 -0.036 0.45
H -0.334408 1.211086 -2.745661 0.025 0.058 -0.161 0.39
H 1.180660 1.257222 -0.094477 -0.043 -0.028 0.023 -0.04
H 1.911315 1.417872 -1.676062 0.001 -0.090 0.009 0.30
H 1.316883 3.636838 -1.897340 -0.036 0.036 0.057 0.49
H -0.268199 3.399387 -1.198564 0.052 -0.046 0.030 0.39
H 1.025053 4.839658 0.305047 -0.042 -0.039 -0.035 0.46
H 2.343629 3.674434 0.372883 -0.064 -0.058 0.038 0.38
H -0.983980 4.256666 1.077120 0.158 0.109 -0.009 0.43
H 2.369857 -0.934189 -4.496394 -0.068 0.076 -0.008 0.45
H 2.571862 -0.248533 -2.896192 0.040 -0.061 -0.092 0.37
H 1.550838 0.591478 -4.087110 -0.040 0.046 -0.052 0.40
H -0.561610 -2.104073 -5.068005 -0.070 0.096 0.122 0.56
H -1.716553 -1.659299 -3.855709 0.201 0.059 -0.083 -0.02
H -0.468864 0.832172 -4.864547 0.089 0.071 0.046 0.34
H -0.928780 -0.174720 -6.215636 0.052 0.014 0.052 0.30
H -2.131164 0.293987 -5.040214 0.062 0.012 0.060 0.34
C 1.404075 4.829960 6.208277 0.027 0.043 0.015 -1.24
C 0.369555 5.870386 5.810558 0.006 -0.048 0.001 0.37
C -0.144507 5.648616 4.396186 -0.018 0.076 0.002 -1.07
O 0.881949 7.189192 5.970575 0.001 0.000 -0.053 -0.55
H 2.273141 4.891649 5.545791 -0.005 -0.021 -0.008 0.32
H 1.743597 5.000711 7.229045 -0.002 0.001 -0.001 0.32
H 0.996332 3.820390 6.139417 -0.011 0.000 -0.005 0.34
H -0.473128 5.824183 6.502952 0.001 -0.010 0.007 0.30
H 0.682420 5.733684 3.681520 0.004 -0.047 0.004 0.26
H -0.890554 6.402207 4.142863 -0.001 -0.005 -0.001 0.32
H -0.594436 4.659862 4.296118 0.017 0.019 0.005 0.28
H 1.646062 7.289218 5.391297 -0.007 0.008 0.041 0.34
```
Forces are in eV/Å.

Density functional theory data (ωB97M-V with the def2-TZVPD basis set) for a molecular structure, C2H12HfN2P.

Properties
total charge: +3
HOMO: -20.834 eV
DFT total energy: -15799.7170 eV
largest force on an atom: 3.61 eV/A
Kohn-Sham gap: 4.13 eV

```
18
Properties=species:S:1:pos:R:3:forces:R:3:mulliken_charge:R:1
N -2.241907 -0.194280 0.559414 0.512 -0.663 1.093 -0.36
C -1.426727 0.038606 -0.539849 -0.532 0.080 -1.189 -0.57
P 0.117081 1.130689 0.003057 -1.197 1.322 1.893 -0.43
C 1.112988 -0.436762 0.639780 0.680 -1.148 -1.967 -0.54
N 1.300405 -1.462487 -0.372376 0.067 1.530 0.565 -0.48
H -1.779553 -0.382188 1.445059 -0.098 -0.267 -0.037 0.24
H -2.940102 -0.925091 0.390908 -0.631 0.710 -0.012 0.31
H -1.946016 0.679574 -1.253592 -0.114 0.058 -0.294 0.42
H -1.143194 -0.854816 -1.108344 0.907 -0.090 -0.053 0.42
H -0.452549 1.305140 1.301401 0.311 0.172 -0.037 0.26
H 1.374927 1.972662 0.414016 0.567 -0.389 -0.528 0.29
H 0.915264 0.916406 -1.451273 1.759 -0.865 -0.158 -0.03
H -0.510097 2.344361 -0.499662 0.564 -0.208 -0.445 0.35
H 2.117214 0.057600 0.905032 0.584 0.302 1.496 0.04
H 0.825913 -0.857628 1.594501 -0.377 0.309 0.432 0.63
H 0.781072 -2.276650 -0.039163 1.008 -1.075 -0.525 0.36
H 0.882620 -1.171853 -1.272073 -0.433 -0.223 -0.009 0.38
Hf 3.012661 0.116714 -0.716837 -3.578 0.444 -0.228 1.74
```
Forces are in eV/Å.

no.,LUMO energy (eV)
1,-0.9
2,0.8
3,-3.3
4,-16.7